# 1
Entry from OMol25: C33H28CeN3O10PS2Se as an isolated structure (ωB97M-V with the def2-TZVPD basis set).

Results
HOMO level (spin up / spin down): -7.30 / -7.30 eV
net charge: 0

XYZ file:
```
79
C33H28CeN3O10PS2Se (ωB97M-V with the def2-TZVPD basis set)
Ce 1.1611 -1.1976 -1.1169
O -1.5054 -3.6010 -1.8381
S -0.9795 -2.8263 -0.7496
O -1.1038 -1.3618 -0.9473
O 0.4112 -3.1116 -0.3762
C -1.8311 -3.2191 0.7666
C -2.7136 -4.2713 0.8893
C -3.2042 -4.5930 2.1456
C -2.7913 -3.8657 3.2519
C -1.8975 -2.8162 3.1187
C -1.3963 -2.4869 1.8617
P -0.2180 -1.0931 1.5696
C 0.9143 -1.3438 2.9940
C 0.7105 -1.0035 4.3259
C 1.7119 -1.2259 5.2545
C 2.9194 -1.7827 4.8646
C 3.1287 -2.1298 3.5387
C 2.1305 -1.9106 2.6077
C -1.3650 0.2318 2.0982
C -1.0012 1.2976 2.9175
C -1.9191 2.2934 3.2121
C -3.1921 2.2579 2.6676
C -3.5434 1.2207 1.8167
C -2.6388 0.2157 1.5330
H -2.9888 -4.8257 0.0064
H -3.8883 -5.4172 2.2731
H -3.1671 -4.1210 4.2320
H -1.5710 -2.2721 3.9929
H -0.2202 -0.5549 4.6392
H 1.5512 -0.9524 6.2870
H 3.7024 -1.9341 5.5916
H 4.0682 -2.5541 3.2185
H 2.2849 -2.1652 1.5557
H -0.0013 1.3601 3.3266
H -1.6315 3.1053 3.8625
H -3.8985 3.0429 2.8973
H -4.5220 1.1920 1.3628
H -2.8953 -0.5860 0.8535
N 0.3165 1.1345 -2.3938
C -0.6102 0.8364 -3.4012
C -1.5354 1.7518 -3.8560
C -2.4703 1.4129 -4.8456
C -2.4951 0.1583 -5.3921
C -1.5609 -0.8091 -4.9706
C -1.5104 -2.1126 -5.5102
C -0.5719 -2.9952 -5.0506
C 0.3153 -2.5812 -4.0419
N 0.3023 -1.3732 -3.5193
C -0.6105 -0.4751 -3.9700
H 0.2422 2.1070 -2.0920
H 1.2832 0.9198 -2.6773
H -1.5267 2.7543 -3.4522
H -3.1788 2.1611 -5.1734
H -3.2269 -0.1174 -6.1373
H -2.2097 -2.3789 -6.2932
H -0.5078 -3.9975 -5.4455
H 1.0818 -3.2595 -3.6724
O 2.9495 -0.1379 -2.2916
Se 3.6969 -1.4928 -1.7267
O 5.2024 -1.6902 -2.1129
O 2.6945 -2.6771 -2.1917
O 3.4095 -1.3487 -0.1188
N 1.8235 0.8909 0.4799
C 1.8188 2.3002 0.1947
C 0.6532 3.0377 0.3965
C 0.6679 4.4076 0.1813
C 1.8316 5.0270 -0.2242
C 2.9766 4.2950 -0.4504
C 2.9803 2.9261 -0.2433
S 1.8724 6.8237 -0.5033
O 1.1672 6.9694 -1.7755
O 1.1604 7.3867 0.6401
O 3.2907 7.1533 -0.5552
H 1.6153 0.7631 1.4763
H 2.7751 0.5234 0.3228
H -0.2428 2.5224 0.7211
H -0.2055 5.0194 0.3421
H 3.8547 4.8347 -0.7637
H 3.8716 2.3334 -0.4045
```

***

# 2
Entry from OMol25: a 2-piece molecular cluster, C2H7N2O4S2 overall (ωB97M-V with the def2-TZVPD basis set).

Results
HOMO level: -4.35 eV
net charge: -1

XYZ file:
```
17
C2H7N2O4S2 (ωB97M-V with the def2-TZVPD basis set)
C -0.3441 0.2337 -1.1671
C -0.2973 -0.0039 0.3118
N -2.1041 -0.2045 1.3144
N 1.0244 0.5923 -1.5258
O 1.6782 -1.6781 -0.4580
O -0.4628 2.6477 0.7958
O 0.0464 -2.7904 0.9274
O 1.6244 1.1543 1.2057
S 0.8749 -1.5791 0.8333
S -0.0285 1.4188 1.4342
H -0.7510 -0.6717 -1.6591
H -1.0467 1.0572 -1.4519
H -1.8002 -0.7673 2.1385
H -2.6967 -0.8990 0.7588
H 1.0098 1.0545 -2.4023
H 1.5280 -0.2764 -1.3292
H 1.7452 0.7120 0.2734
```

***

# 3
Entry from OMol25: one molecule with the formula C7H10N2O (ωB97M-V with the def2-TZVPD basis set).

Results
HOMO level: -9.00 eV
net charge: 0

XYZ file:
```
20
C7H10N2O (ωB97M-V with the def2-TZVPD basis set)
C -2.4751 1.3634 0.9231
C 0.1482 0.7132 -1.1264
C -0.5391 -0.4025 0.9121
C -1.1476 1.5883 0.6751
C 0.4755 -0.4577 -0.2121
C 0.3404 -1.8731 -0.7505
C 1.9449 -0.1561 0.2938
N -3.5898 1.1619 1.0565
N -0.6557 1.6431 -0.7046
O -0.9542 2.6679 -1.3549
H 0.4119 0.5755 -2.1747
H -0.0997 -0.4973 1.9574
H -1.2529 -1.1523 0.6726
H -0.5096 2.2211 1.3903
H 0.1634 -2.6029 -0.0066
H 1.3409 -2.3722 -1.1423
H -0.4060 -2.0556 -1.4984
H 2.3488 -0.8258 1.0933
H 1.8878 0.8772 0.6178
H 2.5677 -0.4162 -0.6215
```

***

Energy relative to the best compared isomer or geometry (same formula, charge and spin): 197.9 202.5 589.6 (kJ/mol)
Largest force on an atom: 0.119 0.089 0.124 (hartree/bohr)
Molar mass: 940.78 187.22 138.17 (g/mol)